Below is C27H27N5O4PReS4 as an isolated structure, with properties calculated with ωB97M-V with the def2-TZVPD basis set.

```
69
Properties=species:S:1:pos:R:3:lowdin_spin:R:1
Re 0.68135 -0.06247 0.40907 1.652
C 5.40888 1.11260 4.78051 0.000
C 4.87833 1.39297 3.39607 0.000
O 3.43200 1.27919 3.39048 0.002
P 2.74585 0.06385 2.64237 0.010
S 0.75968 0.14077 2.82272 0.047
S 3.10557 -0.04116 0.67134 0.056
O 3.40521 -1.16133 3.41583 0.006
C 3.08413 -2.51672 3.02174 0.002
C 3.55302 -3.44273 4.11435 0.000
H 6.49111 1.24716 4.79737 0.000
H 5.18192 0.09005 5.07678 0.000
H 4.96823 1.79533 5.50572 0.000
H 5.29926 0.70737 2.65692 0.000
H 5.09435 2.41044 3.07144 0.000
H 3.58293 -2.71454 2.07162 0.001
H 2.00503 -2.58679 2.86380 0.000
H 4.62472 -3.33608 4.27944 0.000
H 3.35218 -4.47631 3.83226 0.000
H 3.03158 -3.23582 5.04801 0.000
N -5.19194 0.79296 -4.31837 0.000
C -3.83677 0.56301 -4.10615 0.000
C -3.40994 -0.61988 -3.49697 0.000
C -2.07040 -0.82565 -3.22995 0.000
C -1.13739 0.13960 -3.57672 0.000
C -1.54556 1.31310 -4.19463 0.000
C -2.88714 1.52502 -4.45502 0.000
S 0.55261 -0.07191 -3.12527 0.004
O 0.78706 -1.47041 -2.91696 0.002
O 1.36635 0.67701 -4.03731 0.003
N 0.62954 0.61111 -1.64375 0.013
C 0.67090 1.93535 -1.41306 0.015
N 0.83484 2.10168 -0.06465 0.014
C 0.92392 3.32871 0.42326 0.013
C 0.82650 4.42181 -0.42032 0.002
C 0.60154 4.14819 -1.76779 0.015
N 0.51517 2.93053 -2.28183 -0.001
H -5.75811 -0.03694 -4.39527 0.000
H -5.40331 1.46273 -5.04085 0.000
H -4.13523 -1.37902 -3.23156 0.000
H -1.73949 -1.74834 -2.76923 0.000
H -0.80672 2.05679 -4.45938 0.000
H -3.20404 2.44308 -4.93488 0.000
H 1.06040 3.41489 1.49562 0.000
H 0.89823 5.43255 -0.05074 0.000
H 0.47547 4.96585 -2.47014 0.001
S -3.60370 -1.71795 0.25029 -0.002
C -3.78388 0.00687 0.21177 0.003
C -4.95562 0.75007 0.12551 -0.001
C -4.85718 2.12697 0.12052 0.004
C -3.61290 2.75357 0.21257 0.000
C -2.44754 2.01832 0.29904 0.005
C -2.53287 0.62773 0.28737 0.005
N -1.46611 -0.26839 0.33357 0.026
C -1.88664 -1.51686 0.29823 -0.005
C -0.90568 -2.56565 0.22705 0.033
C -1.23495 -3.91682 0.08991 -0.006
C -0.22949 -4.83980 -0.08926 0.037
C 1.09571 -4.40047 -0.15072 -0.007
C 1.41370 -3.06433 -0.00788 0.036
C 0.42296 -2.08783 0.20755 0.012
H -5.91797 0.26205 0.05800 0.000
H -5.75506 2.72465 0.04739 0.000
H -3.56074 3.83415 0.21422 0.000
H -1.48925 2.50527 0.37237 0.001
H -2.26989 -4.23956 0.11177 -0.001
H -0.46154 -5.89019 -0.20085 0.002
H 1.88677 -5.11989 -0.32276 -0.001
H 2.45007 -2.75954 -0.08158 0.001
```

## Properties
Multiplicity: 3
Gap between HOMO and LUMO (spin up / spin down) in eV: 7.27 / 6.44

---

Below is a 2-piece molecular cluster, C27H27N7O overall, with properties calculated with ωB97M-V with the def2-TZVPD basis set.

```
62
Properties=species:S:1:pos:R:3:nbo_charge:R:1
C -5.33862 -2.79316 2.85171 -0.634
C -4.33207 -1.68412 2.94796 0.028
C -3.30711 -1.75237 3.89620 -0.212
C -2.37390 -0.71963 4.03198 0.003
C -1.28411 -0.82234 5.05043 -0.645
C -2.48036 0.38703 3.18437 0.144
N -1.59119 1.49286 3.33477 -0.299
C -0.25230 1.49833 3.04505 0.366
C 0.36630 0.52578 2.14305 0.445
C 1.80352 0.34337 2.33065 -0.414
C 2.60678 -0.15096 1.36028 -0.033
C 4.05067 -0.11109 1.44015 -0.040
C 4.85386 -0.39369 0.30829 -0.162
C 6.23905 -0.26408 0.35102 -0.217
C 6.87056 0.14197 1.53920 -0.181
C 6.09813 0.39347 2.68276 -0.234
C 4.71126 0.25531 2.64344 -0.198
O -0.31050 -0.05275 1.26910 -0.494
N 0.19127 2.74600 3.28006 -0.276
C 1.53922 3.24843 3.08721 -0.419
C -0.84340 3.51797 3.79788 -0.050
C -1.94978 2.75449 3.81075 -0.026
C -3.46250 0.46112 2.19694 0.023
C -3.48408 1.60288 1.23712 -0.646
C -4.39065 -0.58029 2.09196 -0.211
H -6.10854 -2.54401 2.11518 0.220
H -4.86293 -3.73601 2.54997 0.232
H -5.82493 -2.96530 3.82070 0.224
H -3.23497 -2.62265 4.55481 0.215
H -1.05162 0.13822 5.52247 0.211
H -1.59853 -1.51519 5.83945 0.232
H -0.35868 -1.22683 4.61721 0.235
H 2.15584 0.65151 3.31712 0.178
H 2.16158 -0.58311 0.44907 0.312
H 4.33784 -0.68497 -0.60580 0.270
H 6.82651 -0.47280 -0.54339 0.223
H 7.95464 0.25301 1.57658 0.215
H 6.57357 0.70375 3.61477 0.211
H 4.11535 0.43404 3.54204 0.194
H 1.48011 4.33843 3.01732 0.224
H 2.19035 2.98932 3.93483 0.225
H 1.98031 2.85911 2.16364 0.266
H -0.69145 4.54959 4.06365 0.246
H -2.96286 2.98702 4.09147 0.254
H -4.22804 1.39492 0.46101 0.233
H -3.75606 2.55149 1.71669 0.210
H -2.51258 1.72774 0.74122 0.245
H -5.16577 -0.52312 1.32231 0.217
N 1.04918 -0.79933 -5.74450 -0.803
C 1.56098 -0.16130 -4.67894 0.391
N 2.07253 1.07165 -4.78417 -0.558
C 2.57020 1.66369 -3.67501 0.223
N 2.62396 1.14458 -2.41430 -0.536
C 2.13874 -0.06998 -2.26291 0.290
C 1.57700 -0.80708 -3.39861 -0.041
N 1.26074 -2.05978 -2.98174 -0.550
C 1.57981 -2.09019 -1.65000 0.173
N 2.13580 -0.92719 -1.18677 -0.636
H 0.65960 -1.72467 -5.63800 0.409
H 1.00710 -0.30951 -6.62735 0.393
H 2.97528 2.67198 -3.79665 0.162
H 1.41950 -2.95009 -1.00196 0.173
```

## Properties
Energy relative to the best compared isomer or geometry (same formula, charge and spin) in kJ/mol: 0.0
Gap between HOMO and LUMO in eV: 4.37

---

Below is one molecule with the formula C27H27N7OS, with properties calculated with ωB97M-V with the def2-TZVPD basis set.

```
63
Properties=species:S:1:pos:R:3:nbo_charge:R:1
O 3.61853 2.83673 -3.27683 -0.658
C 2.82679 2.00035 -2.56115 0.319
C 2.41696 2.29255 -1.26563 -0.308
C 1.61678 1.40072 -0.57234 -0.192
C 1.21043 0.21377 -1.16222 -0.083
C 1.61136 -0.06898 -2.46462 -0.127
C 2.41436 0.81045 -3.15880 -0.279
H 2.73488 0.60001 -4.16608 0.231
H 1.27979 -0.98620 -2.92626 0.230
C 0.34312 -0.78522 -0.42385 -0.103
C 1.07092 -2.08639 -0.44908 0.353
N 0.78380 -3.16885 -1.13593 -0.322
N 1.73804 -4.04998 -0.87244 -0.060
N 2.59295 -3.57761 -0.07059 -0.069
N 2.22011 -2.32951 0.23498 -0.194
C 3.02511 -1.49823 1.08128 -0.209
H 2.42242 -0.65957 1.43542 0.216
C 4.26188 -0.98893 0.32592 -0.451
C 5.11692 -0.16742 1.24813 0.070
C 6.05532 -0.77889 2.06940 -0.243
C 6.81822 -0.02735 2.94543 -0.199
C 6.64864 1.34510 3.01268 -0.220
C 5.71414 1.96217 2.19890 -0.192
C 4.95192 1.20893 1.32349 -0.253
H 4.22430 1.68897 0.68534 0.211
H 5.57945 3.03298 2.24666 0.210
H 7.24430 1.93225 3.69550 0.215
H 7.54749 -0.51343 3.57633 0.215
H 6.19253 -1.84934 2.01628 0.213
H 3.93987 -0.39174 -0.52990 0.224
H 4.81821 -1.85359 -0.04071 0.229
H 3.34339 -2.10148 1.93609 0.228
N -0.95916 -0.89789 -1.06220 -0.429
C -1.82810 -1.86849 -0.41879 -0.252
C -3.09522 -2.03805 -1.25751 -0.203
N -3.76682 -0.76961 -1.40650 -0.429
C -4.73490 -0.36748 -0.56665 0.328
N -5.14821 0.84473 -0.45616 -0.531
C -6.20764 0.95459 0.39715 0.096
C -6.87405 2.13106 0.71933 -0.210
C -7.93008 2.08198 1.60761 -0.212
C -8.33333 0.88114 2.18053 -0.230
C -7.68469 -0.30265 1.87510 -0.245
C -6.62853 -0.25654 0.98774 -0.143
S -5.62614 -1.56811 0.42039 0.275
H -7.99212 -1.23866 2.31531 0.216
H -9.16221 0.86840 2.87206 0.213
H -8.45296 2.99217 1.86190 0.212
H -6.55597 3.05787 0.26902 0.220
C -2.90253 0.23004 -1.99629 -0.224
H -3.44616 1.17262 -2.04791 0.247
C -1.63558 0.38519 -1.15574 -0.238
H -0.97164 1.10571 -1.63547 0.220
H -1.91286 0.77136 -0.15711 0.172
H -2.63217 -0.10677 -3.00018 0.204
H -3.76364 -2.76385 -0.79363 0.217
H -2.81419 -2.39139 -2.25291 0.215
H -1.31181 -2.82593 -0.36719 0.241
H -2.10544 -1.54710 0.60333 0.166
H 0.24171 -0.46580 0.63755 0.190
H 1.30398 1.64198 0.43420 0.217
H 2.71956 3.22255 -0.80176 0.212
H 3.82798 3.62467 -2.76061 0.482
```

## Properties
Gap between HOMO and LUMO in eV: 8.15
SMILES: Oc1ccc([C@H](c2nnnn2CCc2ccccc2)N2CCN(c3nc4ccccc4s3)CC2)cc1

---

Below is C27H28As2Cl5N2OPd as an isolated structure, with properties calculated with ωB97M-V with the def2-TZVPD basis set.

```
66
Properties=species:S:1:pos:R:3:nbo_charge:R:1
Pd -0.16138 -0.79880 1.09698 0.506
C 0.34385 -3.92509 -0.61804 -0.939
As 1.18285 -2.17869 -0.45861 1.070
C 1.70871 -1.91638 -2.27647 -0.945
C 2.78612 -2.59708 0.52018 -0.360
C 3.95404 -3.03922 -0.09527 -0.196
C 5.06503 -3.36754 0.67151 -0.183
C 5.01138 -3.25156 2.05562 -0.201
C 3.85296 -2.79498 2.67118 -0.152
C 2.74267 -2.44922 1.90573 -0.364
As 1.11933 -1.82717 2.77411 1.191
C 0.56375 -3.45797 3.58707 -0.953
C 1.76688 -0.77039 4.21941 -0.963
H 1.03790 -4.65499 -1.03285 0.229
H -0.52372 -3.82797 -1.26781 0.246
H 0.01379 -4.24872 0.36373 0.230
H 2.08116 -2.86154 -2.66230 0.240
H 2.46924 -1.14350 -2.35015 0.247
H 0.82838 -1.60291 -2.83377 0.262
H 4.00689 -3.13928 -1.17172 0.218
H 5.97008 -3.71576 0.18925 0.230
H 5.87429 -3.51042 2.65737 0.230
H 3.83709 -2.68990 3.74969 0.208
H 1.43063 -3.83825 4.12222 0.244
H 0.24682 -4.17144 2.83117 0.248
H -0.25695 -3.27816 4.27797 0.253
H 2.33942 -1.39150 4.90459 0.235
H 0.91267 -0.34523 4.74193 0.257
H 2.38573 0.03227 3.82476 0.260
Cl 1.77603 2.18403 0.25861 -0.008
C 0.41882 2.32618 1.36693 0.011
C -0.23696 1.19741 1.79508 -0.355
C -1.28342 1.39285 2.68487 -0.081
Cl -2.16005 -0.05362 3.16144 0.001
C -1.69584 2.63218 3.14688 -0.090
Cl -3.02760 2.78094 4.22575 0.065
C -1.01144 3.75692 2.69000 -0.091
Cl -1.47780 5.32468 3.22375 0.071
C 0.04763 3.60424 1.79855 -0.125
Cl 0.89077 4.99183 1.23289 0.067
C -3.00169 3.54445 -2.56191 -0.424
N -2.98476 2.38069 -1.67729 -0.157
N -2.02408 1.40107 -1.76153 -0.229
C -2.09014 0.61188 -0.65836 0.589
O -1.32283 -0.42350 -0.56710 -0.750
C -3.11959 1.13362 0.14996 -0.402
C -3.62204 2.23386 -0.50366 0.270
C -4.69192 3.18870 -0.08645 -0.661
C -1.26586 1.15693 -2.95937 0.183
C -1.92562 0.84815 -4.13774 -0.241
C -1.18308 0.64791 -5.29405 -0.197
C 0.20483 0.74434 -5.25432 -0.196
C 0.84910 1.02954 -4.05684 -0.196
C 0.11057 1.24128 -2.90072 -0.237
H -2.35688 3.35582 -3.41268 0.243
H -2.64553 4.43018 -2.03730 0.222
H -4.01471 3.70965 -2.91853 0.227
H -3.44950 0.73874 1.09276 0.255
H -5.09039 2.89195 0.88097 0.251
H -5.51081 3.20479 -0.80831 0.240
H -4.30148 4.20449 0.00033 0.240
H -3.00705 0.75931 -4.14477 0.231
H -1.68724 0.40808 -6.22210 0.231
H 0.78292 0.60622 -6.15952 0.229
H 1.92968 1.09713 -4.02221 0.225
H 0.58830 1.47846 -1.96151 0.242
```

## Properties
Total charge: +1
Energy relative to the best compared isomer or geometry (same formula, charge and spin) in kJ/mol: 125.7
Gap between HOMO and LUMO (spin up / spin down) in eV: 7.31 / 7.31

---

Record order is preserved below.
Max |F|: 0.012; 0.079; 0.031; 0.035 hartree/bohr